58
Properties=species:S:1:pos:R:3 method="wB97M-V/def2-TZVPD" spin_multiplicity=3 orbital_gap_ev="7.27 / 5.18" charge=-1
Pt 0.731 0.532 -0.523
C 1.653 -3.658 3.817
C 1.240 -4.197 2.498
S 0.982 -1.594 0.539
C 2.262 -2.375 -0.502
C 3.534 -2.701 0.258
S 4.491 -1.203 0.636
C 4.610 -1.193 2.435
C 3.319 -1.508 3.187
S 3.393 -3.167 3.922
H 1.564 -4.431 4.591
H 1.024 -2.826 4.133
H 0.181 -4.340 2.306
H 1.900 -4.894 1.995
H 2.503 -1.727 -1.345
H 1.838 -3.298 -0.907
H 4.171 -3.333 -0.364
H 3.316 -3.242 1.179
H 4.915 -0.165 2.635
H 5.423 -1.841 2.766
H 2.448 -1.438 2.531
H 3.195 -0.803 4.008
S 4.305 3.245 0.817
C 3.036 2.246 0.671
N 2.124 1.513 0.606
C 1.752 2.122 -2.799
C 0.753 2.200 -1.659
O 0.137 3.224 -1.461
H 1.743 3.045 -3.381
H 1.517 1.266 -3.433
H 2.747 1.961 -2.376
C -3.951 0.712 -3.461
Si -2.524 1.678 -2.708
C -1.511 2.327 -4.136
C -3.273 3.156 -1.851
As -1.429 -0.002 -1.465
Si -2.505 0.355 0.610
C -2.175 2.031 1.360
C -4.359 0.135 0.360
C -1.978 -0.929 1.859
H -4.603 1.373 -4.042
H -4.554 0.230 -2.685
H -3.577 -0.076 -4.121
H -2.196 2.739 -4.883
H -0.912 1.548 -4.614
H -0.840 3.120 -3.801
H -3.791 3.760 -2.605
H -2.492 3.759 -1.387
H -3.997 2.871 -1.085
H -2.761 2.821 0.894
H -1.122 2.296 1.242
H -2.410 2.002 2.430
H -4.807 0.956 -0.208
H -4.870 0.070 1.327
H -4.550 -0.793 -0.189
H -0.992 -0.691 2.269
H -1.921 -1.933 1.432
H -2.708 -0.933 2.676